No. 1
Computed, not measured: an isolated molecule of C24H28N2O6S at a distorted geometry, with wB97M-V/def2-TZVPD.

The value obtained for the energy above the lowest of the compared OMol25 structures with the same formula, charge and spin is 36.55 kcal/mol. The orbital gap comes out at 8.43 eV.

```
61
Properties=species:S:1:pos:R:3:mulliken_charge:R:1
C 5.08 1.10 -1.54 -0.82
O 4.46 1.21 -0.27 -0.23
C 3.66 2.26 -0.09 0.50
O 3.59 3.19 -0.85 -0.64
C 2.95 2.18 1.25 0.30
C 1.93 3.30 1.41 -0.90
S 0.24 2.85 0.90 -0.12
C 0.43 2.65 -0.91 -0.86
C 0.78 1.20 -1.16 0.41
O 1.91 0.80 -1.39 -0.50
N -0.26 0.34 -1.04 0.82
N -1.53 0.72 -0.83 -1.12
C -2.28 -0.30 -0.64 0.22
C -3.69 -0.20 -0.39 0.51
C -4.29 1.06 -0.26 -0.46
C -5.64 1.18 -0.02 -0.67
C -6.44 0.04 0.11 0.92
O -7.76 0.26 0.35 -0.46
C -8.62 -0.84 0.49 -0.83
C -5.85 -1.22 -0.02 -0.61
C -4.50 -1.33 -0.26 -0.82
C -1.51 -1.61 -0.72 -1.10
C -0.07 -1.12 -0.93 -0.25
C 0.85 -1.39 0.23 -0.28
C 0.58 -0.82 1.47 -0.21
C 1.44 -1.02 2.53 -1.13
C 2.61 -1.74 2.35 -0.32
C 2.91 -2.29 1.11 0.68
O 4.10 -2.97 0.98 -0.54
C 5.01 -2.36 0.07 -0.65
C 2.00 -2.16 0.04 0.41
O 2.22 -2.72 -1.19 -0.46
C 2.40 -4.13 -1.20 -0.88
H 5.48 2.07 -1.85 0.37
H 5.88 0.37 -1.44 0.25
H 4.34 0.77 -2.27 0.28
H 3.72 2.26 2.02 0.62
H 2.50 1.19 1.34 -0.49
H 2.23 4.17 0.84 0.40
H 1.81 3.57 2.46 0.40
H -0.53 2.91 -1.35 0.51
H 1.22 3.31 -1.25 0.48
H -3.67 1.94 -0.35 0.52
H -6.11 2.14 0.09 0.42
H -8.65 -1.45 -0.42 0.34
H -9.61 -0.42 0.67 0.24
H -8.33 -1.47 1.34 0.34
H -6.44 -2.12 0.08 0.39
H -4.06 -2.32 -0.35 0.35
H -1.61 -2.18 0.20 0.39
H -1.86 -2.22 -1.55 0.47
H 0.39 -1.49 -1.85 0.84
H -0.31 -0.22 1.59 0.36
H 1.21 -0.59 3.49 0.39
H 3.31 -1.87 3.15 0.48
H 5.30 -1.37 0.43 0.25
H 4.59 -2.26 -0.93 0.30
H 5.89 -3.01 0.05 0.30
H 1.47 -4.63 -0.89 0.28
H 3.21 -4.45 -0.54 0.33
H 2.63 -4.40 -2.23 0.30
```

No. 2
Computed, not measured: an isolated molecule of C24H28N4O at a distorted geometry, with wB97M-V/def2-TZVPD.

The value obtained for the energy above the lowest of the compared OMol25 structures with the same formula, charge and spin is 57.82 kcal/mol. The orbital gap comes out at 8.98 eV.

```
57
Properties=species:S:1:pos:R:3:mulliken_charge:R:1
C 1.91 1.89 1.82 -0.19
C 0.63 1.80 2.35 -0.47
C -0.45 2.34 1.66 -0.13
C -0.26 2.97 0.44 0.45
C -1.45 3.52 -0.32 -1.42
C -2.28 2.38 -0.77 1.03
N -2.27 1.90 -1.99 -0.76
O -3.12 0.83 -1.95 -0.14
C -3.57 0.73 -0.70 1.04
C -4.48 -0.39 -0.29 -1.28
N -3.84 -1.58 0.21 0.26
C -3.00 -1.43 1.38 -1.67
C -1.54 -1.06 1.07 0.64
N -0.97 -2.03 0.15 0.06
C 0.46 -1.88 -0.10 -0.56
C 1.28 -1.98 1.18 -0.73
C 2.74 -2.20 0.83 -1.66
C 3.24 -1.16 -0.14 1.06
C 4.61 -0.94 -0.27 -0.59
C 5.10 -0.02 -1.17 -0.64
C 4.23 0.70 -1.97 -0.85
C 2.87 0.48 -1.85 -0.58
C 2.36 -0.44 -0.94 0.40
C 0.87 -0.59 -0.83 0.59
C -1.75 -2.08 -1.07 -0.13
C -3.20 -2.46 -0.75 -1.47
N -3.10 1.67 0.06 -0.47
C 1.02 3.06 -0.08 -0.53
C 2.10 2.53 0.61 -0.66
H 2.75 1.47 2.35 0.40
H 0.47 1.31 3.30 0.41
H -1.45 2.26 2.07 0.33
H -2.05 4.14 0.34 0.39
H -1.12 4.09 -1.19 0.42
H -5.13 0.00 0.50 0.44
H -5.09 -0.67 -1.15 0.38
H -3.43 -0.68 2.04 0.39
H -3.01 -2.40 1.90 0.41
H -0.98 -1.09 2.01 0.58
H -1.49 -0.04 0.69 -0.49
H 0.72 -2.74 -0.74 0.40
H 0.91 -2.81 1.79 0.37
H 1.18 -1.06 1.75 0.01
H 3.35 -2.18 1.73 0.54
H 2.87 -3.19 0.37 0.44
H 5.29 -1.51 0.35 0.43
H 6.17 0.14 -1.25 0.41
H 4.60 1.42 -2.68 0.40
H 2.18 1.04 -2.47 0.45
H 0.44 -0.57 -1.84 0.63
H 0.47 0.27 -0.28 -0.65
H -1.32 -2.84 -1.73 0.67
H -1.74 -1.12 -1.62 0.07
H -3.79 -2.49 -1.67 0.43
H -3.20 -3.46 -0.30 0.38
H 1.18 3.54 -1.04 0.34
H 3.10 2.60 0.19 0.42
```

No. 3
Computed, not measured: an isolated molecule of C24H28N4O3, with wB97M-V/def2-TZVPD.

The value obtained for the energy above the lowest of the compared OMol25 structures with the same formula, charge and spin is 76.83 kcal/mol. The orbital gap comes out at 8.95 eV.

```
59
Properties=species:S:1:pos:R:3:mulliken_charge:R:1
C -7.53 1.49 1.72 -0.81
O -7.32 1.81 0.37 -0.44
C -6.14 1.44 -0.20 0.69
C -5.98 1.80 -1.54 -0.59
C -4.81 1.48 -2.21 -0.82
C -3.79 0.80 -1.56 -0.41
C -3.95 0.43 -0.23 0.12
C -2.92 -0.31 0.55 -0.11
O -2.92 -0.28 1.76 -0.64
C -1.91 -1.13 -0.23 0.82
C -2.63 -2.28 -0.95 -0.89
C -1.59 -3.12 -1.69 -0.75
C -0.51 -3.60 -0.72 -0.83
N 0.13 -2.45 -0.10 0.51
C 1.29 -2.81 0.68 -1.05
C 2.11 -1.60 1.04 -0.12
C 2.67 -1.45 2.30 -1.42
C 3.44 -0.34 2.61 -0.78
C 3.65 0.66 1.66 1.11
O 4.39 1.78 1.86 -0.42
C 4.98 1.98 3.13 -1.03
C 3.06 0.52 0.39 0.95
C 3.29 1.58 -0.66 -1.45
N 4.48 1.28 -1.41 0.88
C 5.77 1.46 -1.08 0.11
N 6.55 1.00 -2.02 -0.64
C 5.69 0.52 -2.94 -0.19
N 4.43 0.68 -2.60 -1.03
C 2.31 -0.60 0.10 0.06
C -0.83 -1.70 0.68 -1.50
C -5.12 0.77 0.45 -0.17
H -8.52 1.88 1.97 0.23
H -6.79 1.96 2.37 0.34
H -7.52 0.41 1.89 0.33
H -6.78 2.33 -2.04 0.45
H -4.69 1.77 -3.24 0.39
H -2.88 0.58 -2.10 0.40
H -1.43 -0.50 -0.98 0.19
H -3.38 -1.90 -1.64 0.45
H -3.14 -2.90 -0.20 0.37
H -1.13 -2.52 -2.47 0.33
H -2.07 -3.99 -2.15 0.41
H 0.25 -4.16 -1.27 0.45
H -0.95 -4.27 0.03 0.38
H 1.91 -3.48 0.07 0.43
H 1.02 -3.37 1.60 0.32
H 2.52 -2.21 3.05 0.38
H 3.87 -0.26 3.59 0.43
H 5.50 2.93 3.06 0.27
H 5.70 1.19 3.36 0.38
H 4.22 2.04 3.92 0.39
H 3.41 2.56 -0.19 0.47
H 2.46 1.60 -1.37 0.48
H 6.08 1.92 -0.17 0.43
H 5.99 0.07 -3.86 0.43
H 1.87 -0.71 -0.88 0.54
H -0.31 -0.88 1.18 0.49
H -1.30 -2.32 1.46 0.11
H -5.19 0.47 1.48 0.56
```

No. 4
Computed, not measured: an isolated molecule of C24H28N4O5 at a distorted geometry, with wB97M-V/def2-TZVPD.

The value obtained for the energy above the lowest of the compared OMol25 structures with the same formula, charge and spin is 89.36 kcal/mol. The orbital gap comes out at 8.31 eV.

```
61
Properties=species:S:1:pos:R:3:mulliken_charge:R:1
C -5.84 -2.23 -0.35 -0.81
O -5.73 -0.83 -0.24 -0.46
C -4.50 -0.28 -0.18 0.24
C -4.47 1.11 -0.02 -0.60
C -3.26 1.77 0.06 0.43
O -3.11 3.12 0.21 -0.40
C -4.28 3.90 0.32 -0.95
C -2.07 1.05 -0.02 0.04
C -2.10 -0.32 -0.19 -0.63
N -0.87 -1.02 -0.28 0.22
N 0.10 -0.31 -0.83 -0.69
C 1.31 -0.76 -0.99 0.44
C 2.27 0.22 -1.60 0.55
O 3.46 0.00 -1.73 -0.72
N 1.66 1.34 -2.03 -0.13
C 2.38 2.51 -2.45 -0.93
C 2.45 3.58 -1.35 -0.65
C 3.29 3.13 -0.16 -1.05
N 2.66 2.08 0.63 0.69
C 1.67 2.61 1.56 -0.95
C 1.02 1.46 2.32 -0.36
O 1.98 0.71 3.04 -0.53
C 2.95 0.20 2.15 0.06
C 3.64 1.30 1.36 -1.09
C 1.67 -2.08 -0.56 0.76
C 2.95 -2.65 -0.70 -0.58
C 3.19 -3.92 -0.24 -0.70
C 2.18 -4.67 0.37 -0.51
C 0.93 -4.13 0.51 -0.64
C 0.65 -2.84 0.05 -0.01
C -0.70 -2.31 0.23 0.53
O -1.60 -2.91 0.78 -0.72
C -3.31 -1.00 -0.29 -0.31
H -5.44 -2.59 -1.30 0.32
H -6.91 -2.45 -0.30 0.25
H -5.33 -2.74 0.48 0.34
H -5.41 1.62 0.06 0.50
H -4.90 3.83 -0.58 0.37
H -3.93 4.93 0.44 0.24
H -4.87 3.62 1.20 0.37
H -1.13 1.57 0.05 0.52
H 0.69 1.44 -1.77 0.28
H 1.90 2.92 -3.34 0.40
H 3.39 2.18 -2.72 0.42
H 1.43 3.82 -1.03 0.28
H 2.90 4.48 -1.77 0.41
H 4.23 2.73 -0.54 0.46
H 3.53 4.01 0.47 0.43
H 0.90 3.15 1.01 0.52
H 2.14 3.30 2.28 0.26
H 0.31 1.84 3.06 0.46
H 0.50 0.80 1.62 0.08
H 3.67 -0.34 2.77 0.39
H 2.47 -0.51 1.45 -0.18
H 4.32 0.84 0.64 0.50
H 4.22 1.93 2.06 0.38
H 3.72 -2.06 -1.16 0.60
H 4.18 -4.35 -0.35 0.44
H 2.39 -5.67 0.72 0.41
H 0.12 -4.69 0.98 0.48
H -3.32 -2.07 -0.42 0.53
```

No. 5
Computed, not measured: an isolated molecule of C24H28N4O5S at a distorted geometry, with wB97M-V/def2-TZVPD.

The value obtained for the energy above the lowest of the compared OMol25 structures with the same formula, charge and spin is 41.59 kcal/mol. The orbital gap comes out at 8.86 eV.

```
62
Properties=species:S:1:pos:R:3:mulliken_charge:R:1
C -8.44 -0.09 -1.53 -1.22
C -7.17 -0.83 -1.11 -0.37
C -6.66 -0.42 0.27 -0.47
C -6.03 0.97 0.27 -0.76
O -4.91 1.07 -0.59 -0.51
C -3.72 0.53 -0.22 0.70
C -3.43 -0.04 1.01 -0.20
C -2.16 -0.54 1.27 -0.95
C -1.17 -0.46 0.31 -0.55
N 0.12 -1.00 0.55 0.49
C 0.62 -1.99 -0.39 -1.14
C 1.82 -1.41 -1.15 0.50
O 1.73 -0.41 -1.83 -0.65
N 2.96 -2.13 -1.03 -0.15
C 4.21 -1.71 -1.61 -0.59
C 5.22 -1.38 -0.56 -0.28
C 5.09 -1.16 0.78 0.59
C 6.40 -0.92 1.26 -1.23
C 7.22 -1.01 0.18 -0.39
O 6.52 -1.29 -0.94 -0.43
C 0.97 -0.65 1.55 0.50
O 2.02 -1.26 1.70 -0.70
C 0.63 0.56 2.40 -0.65
C 1.51 1.72 1.92 -0.58
C 1.08 2.08 0.52 0.35
O -0.07 2.31 0.22 -0.64
N 2.04 2.10 -0.47 0.07
C 3.40 2.03 -0.40 0.44
N 4.13 2.09 0.65 -0.41
C 5.45 2.06 0.35 -0.86
C 5.75 1.98 -0.96 -0.17
S 4.31 1.93 -1.91 -0.22
C -1.45 0.11 -0.93 -0.01
C -2.71 0.59 -1.19 -0.85
H -8.25 0.98 -1.62 0.32
H -9.23 -0.24 -0.80 0.29
H -8.78 -0.46 -2.49 0.36
H -6.38 -0.65 -1.84 0.20
H -7.37 -1.90 -1.10 0.35
H -7.49 -0.42 0.99 0.45
H -5.92 -1.15 0.61 0.33
H -5.76 1.27 1.29 0.31
H -6.73 1.71 -0.12 0.45
H -4.17 -0.11 1.79 0.38
H -1.95 -1.00 2.22 0.53
H 0.91 -2.89 0.16 0.43
H -0.17 -2.22 -1.10 0.49
H 3.02 -2.82 -0.29 0.37
H 4.60 -2.50 -2.26 0.38
H 3.99 -0.83 -2.24 0.17
H 4.18 -1.16 1.34 0.77
H 6.69 -0.72 2.27 0.51
H 8.28 -0.90 0.07 0.49
H -0.42 0.84 2.31 0.25
H 0.87 0.33 3.44 0.54
H 1.35 2.59 2.56 0.57
H 2.56 1.45 1.95 0.21
H 1.65 2.13 -1.41 0.27
H 6.16 2.10 1.16 0.51
H 6.71 1.94 -1.44 0.49
H -0.68 0.17 -1.68 0.46
H -2.95 1.04 -2.14 0.45
```

No. 6
Computed, not measured: a structure of composition C24H28NO3PtSi, with wB97M-V/def2-TZVPD.

The value obtained for the energy above the lowest of the compared OMol25 structures with the same formula, charge and spin is 2.31 kcal/mol. The net charge is -1. The multiplicity is 3. The orbital gap (alpha / beta) comes out at 6.80 / 6.72 eV.

```
58
Properties=species:S:1:pos:R:3:mulliken_spin:R:1
Pt 0.19 1.25 0.46 1.17
C 0.43 4.62 -2.49 0.00
C 0.51 3.10 -2.43 -0.01
C 0.46 2.49 -3.83 0.00
O -0.63 2.66 -1.69 0.00
C 1.85 2.69 -1.78 0.02
O 2.88 3.13 -2.29 0.02
O 1.83 1.88 -0.78 0.12
H -0.49 4.92 -2.99 0.00
H 1.29 5.01 -3.02 0.00
H 0.43 5.03 -1.47 0.00
H -0.47 2.79 -4.33 0.00
H 0.50 1.40 -3.78 0.00
H 1.31 2.84 -4.42 0.00
H -0.73 1.70 -1.79 -0.01
C -5.14 0.13 -0.43 0.00
C -4.55 -0.50 -1.52 0.00
C -3.18 -0.61 -1.63 0.01
C -2.33 -0.08 -0.65 -0.06
C -2.94 0.56 0.44 0.04
C -4.32 0.67 0.55 0.02
N -0.95 -0.08 -0.76 0.23
C -0.31 -1.21 -1.28 -0.05
C -0.82 -2.51 -1.10 0.03
C -0.15 -3.61 -1.59 -0.02
C 1.06 -3.48 -2.26 0.03
C 1.59 -2.20 -2.42 -0.02
C 0.92 -1.09 -1.95 0.03
H -6.22 0.20 -0.35 0.00
H -5.18 -0.92 -2.30 0.00
H -2.75 -1.09 -2.50 0.00
H -2.30 0.97 1.22 -0.01
H -4.74 1.16 1.41 0.00
H -1.74 -2.64 -0.56 0.00
H -0.57 -4.60 -1.42 0.00
H 1.59 -4.35 -2.63 0.00
H 2.54 -2.07 -2.93 0.00
H 1.36 -0.11 -2.06 0.02
C -0.30 1.07 3.93 0.05
Si 0.98 0.69 2.58 0.36
C 2.55 1.59 3.11 0.03
C 1.38 -1.16 2.72 -0.02
C 2.09 -1.82 1.71 -0.03
C 2.45 -3.16 1.83 0.00
C 2.08 -3.87 2.96 0.00
C 1.37 -3.24 3.97 0.00
C 1.03 -1.90 3.85 0.00
H 0.09 0.85 4.93 0.01
H -1.22 0.50 3.79 0.00
H -0.57 2.13 3.90 0.01
H 2.87 1.25 4.10 0.01
H 2.39 2.67 3.15 0.02
H 3.37 1.41 2.40 0.00
H 2.37 -1.28 0.81 0.00
H 2.98 -3.64 1.03 0.00
H 2.34 -4.92 3.06 0.00
H 1.08 -3.80 4.86 0.00
H 0.46 -1.43 4.65 0.00
```

No. 7
Computed, not measured: a cluster of 6 separate species, C24H28O16 in total at a distorted geometry, with wB97M-V/def2-TZVPD.

The orbital gap comes out at 8.39 eV.

```
68
Properties=species:S:1:pos:R:3:mulliken_charge:R:1
O 4.87 23.49 -24.00 -0.51
C 3.89 24.11 -24.74 0.54
C 2.92 23.40 -25.33 -0.36
C 1.89 23.96 -26.01 -0.34
C 1.81 25.34 -26.24 0.38
O 0.74 26.04 -26.73 -0.56
C 2.85 26.05 -25.65 -0.33
C 4.00 25.47 -25.08 -0.68
H 5.63 24.07 -23.89 0.30
H 2.99 22.32 -25.27 0.36
H 1.17 23.27 -26.41 0.35
H 0.74 26.98 -26.94 0.32
H 2.69 27.11 -25.78 0.25
H 4.81 26.08 -24.71 0.29
O 19.80 16.71 -27.92 -0.54
C 19.34 17.67 -28.77 0.45
C 18.68 18.78 -28.25 -0.41
C 18.23 19.80 -29.09 -0.58
C 18.42 19.65 -30.47 0.51
O 17.73 20.51 -31.27 -0.56
C 19.06 18.55 -31.02 -0.55
C 19.54 17.54 -30.16 -0.40
H 20.02 17.04 -27.05 0.32
H 18.39 18.75 -27.21 0.32
H 17.66 20.62 -28.69 0.42
H 17.20 20.17 -31.99 0.32
H 19.12 18.33 -32.08 0.35
H 20.30 16.86 -30.51 0.35
O 14.58 25.79 -28.83 -0.51
C 15.53 26.51 -28.78 0.69
O 16.83 26.11 -28.69 -0.34
C 17.71 27.21 -28.44 -0.21
C 16.89 28.32 -28.90 -0.27
O 15.55 27.83 -28.85 -0.36
H 18.13 27.37 -27.45 0.24
H 18.59 27.03 -29.06 0.25
H 17.09 28.63 -29.93 0.24
H 16.96 29.18 -28.25 0.27
O 14.67 21.62 -18.79 -0.59
C 14.92 22.83 -18.88 0.72
O 16.09 23.44 -19.37 -0.35
C 15.94 24.84 -19.30 -0.27
C 14.69 25.10 -18.53 -0.24
O 14.13 23.77 -18.60 -0.31
H 16.81 25.12 -18.71 0.27
H 15.79 25.32 -20.27 0.25
H 14.16 25.92 -19.03 0.29
H 14.90 25.40 -17.50 0.23
O 10.85 16.35 -24.20 -0.63
C 9.92 16.91 -23.56 0.72
O 9.91 17.46 -22.32 -0.33
C 8.72 18.03 -22.05 -0.21
C 8.11 18.07 -23.42 -0.28
O 8.84 17.08 -24.11 -0.27
H 8.15 17.44 -21.33 0.24
H 8.93 19.00 -21.60 0.26
H 8.27 19.06 -23.84 0.23
H 7.06 17.78 -23.53 0.27
O 11.13 24.29 -23.47 -0.66
C 12.01 23.49 -23.85 0.74
O 11.79 22.21 -23.87 -0.31
C 12.99 21.54 -23.95 -0.24
C 13.75 22.55 -24.66 -0.39
O 13.20 23.73 -24.09 -0.30
H 13.27 21.48 -22.89 0.26
H 12.80 20.68 -24.59 0.28
H 13.75 22.43 -25.74 0.30
H 14.78 22.42 -24.34 0.31
```

No. 8
Computed, not measured: a cluster of 2 separate species, C24H28O5 in total at a distorted geometry, with wB97M-V/def2-TZVPD.

The value obtained for the energy above the lowest of the compared OMol25 structures with the same formula, charge and spin is 0.00 kcal/mol. The orbital gap comes out at 2.60 eV.

```
57
Properties=species:S:1:pos:R:3:mulliken_charge:R:1
C -3.30 -0.19 2.79 -1.39
C -2.06 0.57 3.01 0.12
C -0.73 0.23 2.72 1.23
C 0.26 1.28 2.58 1.07
C -0.14 2.73 2.49 -1.70
C 1.60 0.97 2.45 -0.89
C 2.06 -0.35 2.44 0.58
C 3.53 -0.66 2.41 -1.45
C 1.10 -1.37 2.41 -0.99
C -0.26 -1.12 2.51 1.28
C -1.18 -2.29 2.36 -1.64
H -4.14 0.53 2.72 0.39
H -3.33 -0.79 1.86 0.46
H -3.54 -0.85 3.64 0.24
H -2.24 1.57 3.39 -0.04
H 0.77 3.35 2.51 0.35
H -0.67 2.94 1.55 0.38
H -0.77 3.04 3.33 0.36
H 2.33 1.78 2.38 0.36
H 3.69 -1.74 2.41 0.36
H 4.01 -0.24 1.52 0.35
H 4.05 -0.24 3.29 0.35
H 1.45 -2.40 2.31 0.26
H -0.59 -3.20 2.21 0.39
H -1.80 -2.45 3.25 0.23
H -1.84 -2.18 1.49 0.33
C -3.27 7.08 5.44 -0.82
O -4.04 6.00 4.90 -0.45
C -3.85 4.72 5.34 0.86
C -4.68 3.72 4.77 -0.92
C -4.55 2.39 5.13 -0.26
C -3.62 1.98 6.15 -0.03
C -3.49 0.63 6.62 0.51
C -2.68 0.34 7.81 0.15
O -2.16 1.15 8.57 -0.74
O -2.52 -0.98 8.16 -0.43
C -2.98 -1.98 7.22 1.75
C -2.04 -2.09 6.03 -0.89
C -3.04 -3.30 8.01 -1.80
O -4.31 -1.64 6.81 -0.43
C -4.52 -0.35 6.34 0.20
O -5.58 -0.15 5.77 -0.72
C -2.78 3.01 6.67 -0.98
C -2.93 4.35 6.34 -0.43
H -3.60 7.96 4.87 0.24
H -3.48 7.24 6.50 0.32
H -2.19 6.93 5.28 0.32
H -5.43 4.04 4.05 0.39
H -5.20 1.65 4.67 0.63
H -1.95 -1.12 5.50 -0.14
H -1.04 -2.39 6.38 0.38
H -2.41 -2.86 5.34 0.27
H -3.68 -3.17 8.89 0.42
H -3.46 -4.09 7.37 0.38
H -2.04 -3.59 8.33 0.37
H -2.05 2.74 7.43 0.50
H -2.35 5.11 6.88 0.36
```